Entry from the OMol25 dataset: a cluster of 4 separate species, C18H43BNO9P2 in total in a non-equilibrium geometry (ωB97M-V/def2-TZVPD).

XYZ file:
```
74
Properties=species:S:1:pos:R:3:mulliken_charge:R:1
C 1.986 -1.695 0.477 -0.925
C 1.581 -3.125 0.110 -0.434
P -0.260 -3.271 -0.054 0.064
C -0.417 -5.125 -0.209 -0.832
C -1.869 -5.565 -0.383 -0.968
B -0.814 -2.338 -1.746 0.263
N -2.308 -2.535 -2.060 -0.617
P 0.169 -2.646 -3.462 -0.119
C 1.248 -4.166 -3.345 -0.624
C 1.490 -1.344 -3.511 -1.118
H 1.917 -1.034 -0.386 -0.145
H 3.015 -1.648 0.847 0.440
H 1.328 -1.296 1.252 0.380
H 2.109 -3.436 -0.796 0.200
H 1.894 -3.808 0.908 0.414
H 0.197 -5.567 -0.998 0.452
H -0.032 -5.527 0.735 0.374
H -2.520 -4.994 0.284 0.016
H -2.000 -6.630 -0.170 0.484
H -2.220 -5.384 -1.399 0.201
H -0.598 -1.162 -1.467 -0.349
H -2.501 -3.365 -2.606 0.197
H -2.902 -2.559 -1.238 0.185
H 2.307 -3.914 -3.242 0.279
H 0.972 -4.777 -2.489 -0.107
H 1.138 -4.772 -4.246 0.399
H 2.036 -1.195 -2.576 0.269
H 0.995 -0.406 -3.777 0.180
H 2.196 -1.571 -4.313 0.493
C 0.898 1.618 -1.216 -0.292
C 1.291 2.418 -2.430 -0.342
O 1.723 3.762 -2.083 -0.343
C 2.967 3.873 -1.649 0.759
O 3.773 2.989 -1.515 -0.563
O 3.145 5.134 -1.219 -0.394
C 4.419 5.375 -0.618 -0.703
H 0.138 2.141 -0.634 0.378
H 0.480 0.660 -1.527 -0.340
H 1.759 1.423 -0.576 0.262
H 0.439 2.585 -3.087 0.316
H 2.084 1.931 -2.996 0.335
H 5.225 5.083 -1.289 0.387
H 4.511 4.825 0.318 0.295
H 4.451 6.443 -0.420 0.199
C -8.394 -2.679 -1.187 -1.091
C -7.106 -3.224 -1.764 -0.272
O -5.985 -2.953 -0.911 -0.307
C -5.837 -3.771 0.129 0.796
O -6.595 -4.655 0.447 -0.591
O -4.805 -3.339 0.843 -0.241
C -4.542 -4.072 2.042 -0.862
H -8.297 -1.612 -0.984 0.289
H -9.207 -2.822 -1.901 0.365
H -8.651 -3.194 -0.262 0.294
H -6.850 -2.730 -2.699 0.348
H -7.170 -4.298 -1.937 0.307
H -4.465 -5.136 1.829 0.348
H -5.332 -3.900 2.772 0.307
H -3.591 -3.693 2.404 0.276
C 4.674 6.924 6.066 -1.059
C 4.345 5.580 5.455 -0.196
O 3.079 5.601 4.772 -0.374
C 3.098 6.141 3.553 0.808
O 4.056 6.643 3.020 -0.562
O 1.849 6.182 3.099 -0.348
C 1.704 6.826 1.827 -0.307
H 3.871 7.247 6.730 0.286
H 5.593 6.846 6.649 0.347
H 4.819 7.675 5.292 0.303
H 4.220 4.817 6.221 0.292
H 5.119 5.258 4.758 0.307
H 2.383 6.393 1.097 0.009
H 1.897 7.894 1.920 0.289
H 0.676 6.653 1.523 0.233
```

Summary:
Gap between HOMO and LUMO (eV): 5.200
HOMO level (eV): -3.00
Total charge: -1
Electronic energy (Eh): -2151.20917

Entry from the OMol25 dataset: an isolated molecule of C3H3NO3 in a non-equilibrium geometry (ωB97M-V/def2-TZVPD).

XYZ file:
```
10
Properties=species:S:1:pos:R:3:mulliken_charge:R:1
C 1.123 0.684 -1.551 0.490
C 0.069 -0.164 0.251 0.667
C -1.093 -0.013 1.081 -1.145
N 1.548 -1.361 -0.916 -0.403
O 1.840 1.359 -2.177 -0.346
O 0.143 0.815 -0.744 -0.195
O 0.736 -1.249 0.037 -0.079
H -1.057 -0.285 2.075 0.393
H -1.897 -0.754 0.958 0.292
H -1.411 0.968 0.986 0.326
```

Summary:
Gap between HOMO and LUMO (alpha / beta) (eV): 8.899 / 8.528
HOMO level (alpha / beta) (eV): -8.89 / -8.15
Electronic energy (Eh): -396.35478

Entry from the OMol25 dataset: a cluster of 2 separate species, C6H10F7OSSi in total in a non-equilibrium geometry (ωB97M-V/def2-TZVPD).

XYZ file:
```
26
Properties=species:S:1:pos:R:3:mulliken_charge:R:1
C 3.861 -2.062 -0.044 -1.145
C 2.723 -1.041 0.083 -0.183
S 3.308 0.526 0.758 -0.158
C 1.973 1.627 0.205 -0.755
Si 0.294 1.256 1.023 0.375
C -0.822 0.474 -0.352 0.613
F -0.559 1.155 -1.502 -0.316
F -0.409 -0.806 -0.573 -0.336
C -2.360 0.534 -0.118 0.610
F -2.536 1.347 0.971 -0.305
F -2.996 1.098 -1.149 -0.247
C -3.008 -0.818 0.266 0.630
F -2.784 -1.764 -0.650 -0.243
F -2.512 -1.211 1.459 -0.263
F -4.327 -0.647 0.394 -0.191
H 4.109 -2.184 -1.090 0.272
H 3.556 -3.020 0.353 0.318
H 4.758 -1.714 0.455 0.326
H 1.943 -1.447 0.716 0.251
H 2.266 -0.875 -0.884 0.264
H 1.913 1.569 -0.875 0.382
H 2.242 2.639 0.479 0.384
H 0.530 0.234 2.060 -0.100
H -0.239 2.508 1.577 -0.197
O -5.897 1.519 -1.771 -1.161
H -5.027 1.104 -1.788 0.172
```

Summary:
Gap between HOMO and LUMO (eV): 4.124
HOMO level (eV): -1.90
Total charge: -1
Electronic energy (Eh): -1696.56599

Entry from the OMol25 dataset: a structure of composition C51H43NO9P2Pd in a non-equilibrium geometry (ωB97M-V/def2-TZVPD).

XYZ file:
```
107
Properties=species:S:1:pos:R:3:mulliken_charge:R:1
C 0.061 -0.543 5.017 -0.725
C 1.437 -0.673 4.825 -0.691
C 2.090 0.218 3.978 -0.013
C 1.346 1.189 3.340 -0.328
O 2.025 1.941 2.344 -0.291
P 2.518 1.178 0.989 0.596
O 3.438 2.238 0.188 -0.300
C 3.700 3.556 0.578 0.376
C 5.044 3.865 0.687 -0.586
C 5.363 5.030 1.370 -0.380
C 4.319 5.840 1.833 -0.608
C 2.967 5.545 1.618 -0.601
C 2.642 4.377 0.935 -0.178
O 3.652 0.096 1.499 -0.197
C 4.892 -0.157 0.886 0.458
C 5.925 -0.609 1.696 -0.537
C 7.203 -0.697 1.143 -0.442
C 7.405 -0.341 -0.195 -0.577
C 6.342 0.056 -1.007 -1.078
C 5.058 0.105 -0.461 0.234
Pd 0.750 0.657 -0.364 -0.180
P -1.425 0.828 0.400 0.070
O -1.982 -0.047 1.681 0.102
C -3.272 0.068 2.261 0.339
C -3.940 -1.068 2.689 -0.143
C -5.208 -0.912 3.266 -0.609
C -5.778 0.358 3.388 -0.570
C -5.086 1.487 2.959 -0.780
C -3.798 1.332 2.449 0.133
O -1.822 2.412 0.664 0.118
C -2.622 3.203 -0.187 0.560
C -3.648 3.954 0.376 -0.492
C -4.596 4.519 -0.475 -0.683
C -4.464 4.349 -1.856 -0.603
C -3.386 3.646 -2.404 -0.533
C -2.425 3.108 -1.551 -0.105
O -2.495 0.429 -0.758 -0.071
C -3.356 -0.684 -0.717 0.843
C -4.681 -0.382 -0.957 -0.318
C -5.606 -1.407 -0.797 -0.694
C -5.142 -2.685 -0.482 -0.755
C -3.787 -2.983 -0.338 -0.437
C -2.862 -1.948 -0.464 0.970
C 0.835 -1.227 -1.395 0.203
C 1.695 -2.207 -0.713 0.522
C 1.186 -3.003 0.324 0.225
C 1.957 -4.019 0.879 -0.860
C 3.268 -4.223 0.434 -0.650
C 3.811 -3.378 -0.539 -0.719
C 3.024 -2.388 -1.118 -0.182
C 1.292 -0.206 -2.285 -0.197
C 0.337 0.769 -2.624 -1.352
C -0.026 1.322 3.496 0.165
C -0.678 0.439 4.358 -0.552
H -0.448 -1.195 5.710 0.399
H 2.035 -1.438 5.320 0.368
H 3.151 0.123 3.737 0.401
H 5.748 3.118 0.314 0.380
H 6.418 5.256 1.519 0.374
H 4.571 6.748 2.358 0.331
H 2.146 6.172 1.970 0.395
H 1.612 4.066 0.720 0.383
H 5.687 -0.850 2.737 0.307
H 8.024 -1.046 1.769 0.356
H 8.402 -0.386 -0.612 0.377
H 6.467 0.355 -2.053 0.419
H 4.205 0.387 -1.091 0.397
H -3.434 -2.033 2.565 0.347
H -5.729 -1.803 3.608 0.358
H -6.760 0.462 3.833 0.354
H -5.478 2.502 2.991 0.370
H -3.228 2.221 2.187 0.275
H -3.716 4.039 1.463 0.485
H -5.428 5.071 -0.040 0.382
H -5.198 4.790 -2.515 0.361
H -3.268 3.478 -3.476 0.412
H -1.553 2.562 -1.934 0.034
H -4.892 0.655 -1.229 0.260
H -6.659 -1.174 -0.921 0.406
H -5.856 -3.492 -0.382 0.311
H -3.419 -3.986 -0.112 0.347
H -1.784 -2.117 -0.369 -0.719
H -0.234 -1.439 -1.487 -0.503
H 0.163 -2.825 0.655 0.260
H 1.529 -4.671 1.641 0.384
H 3.864 -5.043 0.832 0.334
H 4.846 -3.487 -0.862 0.359
H 3.423 -1.749 -1.901 0.386
H 2.332 -0.165 -2.599 0.628
H -0.707 0.450 -2.670 0.454
H 0.611 1.719 -3.079 0.045
H -0.551 2.085 2.904 0.422
H -1.748 0.558 4.530 0.551
O -1.895 -1.675 -3.266 -0.507
C -1.436 -2.483 -4.120 0.443
C -2.090 -3.759 -4.396 -0.204
N -3.313 -4.066 -3.685 0.977
O -4.194 -3.192 -3.596 -0.548
O -3.412 -5.232 -3.225 -0.684
C -1.524 -4.715 -5.219 -0.547
C -0.348 -4.455 -5.917 -0.560
C 0.289 -3.220 -5.717 -0.550
C -0.224 -2.270 -4.866 -0.170
H -2.045 -5.666 -5.318 0.360
H 0.049 -5.197 -6.606 0.308
H 1.210 -2.998 -6.249 0.362
H 0.292 -1.320 -4.714 0.234
```

Summary:
Gap between HOMO and LUMO (eV): 3.762
HOMO level (eV): 0.29
Total charge: -2
Electronic energy (Eh): -3511.72582

Entry from the OMol25 dataset: a cluster of 5 separate species, C5H18NO4 in total in a non-equilibrium geometry (ωB97M-V/def2-TZVPD).

XYZ file:
```
28
Properties=species:S:1:pos:R:3:mulliken_charge:R:1
C -2.613 0.718 0.276 -1.142
C -1.696 0.358 1.489 -0.486
C -0.250 0.219 1.169 0.443
C 0.471 -0.835 1.529 -1.122
C 1.480 1.746 1.195 -0.251
N 0.434 1.312 0.545 0.343
H -2.265 0.283 -0.664 0.343
H -3.536 0.152 0.386 0.352
H -2.829 1.782 0.100 0.287
H -1.786 1.115 2.312 0.286
H -2.118 -0.447 2.108 0.461
H 0.070 -1.611 2.175 0.295
H 1.467 -1.128 1.210 0.287
H 2.073 2.579 0.853 0.305
H 1.676 1.425 2.206 0.351
H 0.075 1.675 -0.352 0.204
H 0.967 -1.501 -1.985 0.257
H 0.755 -2.217 -0.717 0.362
O 0.989 -1.317 -1.028 -0.613
H -1.524 2.443 -2.951 0.313
H -0.091 2.410 -3.609 0.299
O -0.601 2.210 -2.820 -0.610
H 0.767 -4.258 -0.860 0.346
H -0.701 -4.078 -1.123 0.344
O -0.037 -3.928 -0.435 -0.708
H 2.577 -0.186 -0.798 0.325
H 3.416 0.379 0.248 0.349
O 2.829 0.698 -0.459 -0.619
```

Summary:
Gap between HOMO and LUMO (eV): 9.299
HOMO level (eV): -13.30
Total charge: +1
Electronic energy (Eh): -556.71900

Entry from the OMol25 dataset: a cluster of 2 separate species, C4H5NO in total in a non-equilibrium geometry (ωB97M-V/def2-TZVPD).

XYZ file:
```
11
Properties=species:S:1:pos:R:3:mulliken_charge:R:1
N -1.243 2.202 -0.563 -0.490
C -1.273 1.136 -0.183 0.228
C -0.967 -0.216 0.066 0.111
C 0.558 -0.328 -0.748 -0.572
C 1.018 -0.445 0.723 -0.304
O -0.324 -0.541 1.265 -0.380
H -1.769 -0.903 -0.216 0.349
H 0.518 -1.329 -1.186 0.235
H 0.379 1.306 -1.283 0.337
H 1.594 -1.326 1.009 0.272
H 1.510 0.444 1.116 0.214
```

Summary:
Gap between HOMO and LUMO (eV): 10.599
HOMO level (eV): -10.46
Electronic energy (Eh): -285.20799